Density functional theory data (ωB97M-V with the def2-TZVPD basis set) for a cluster of 7 separate species, C15H24N6O in total.

```
46
Properties=species:S:1:pos:R:3
O -0.6801 3.7302 0.8482
N 1.3377 1.0966 -0.0263
N 3.5569 5.2346 -2.7306
N -4.5078 -0.7419 1.6749
N 0.6971 -3.3018 -0.3410
N 0.7166 -1.5351 3.0839
N -4.3104 -5.5667 -0.0843
C 1.7416 4.1439 0.7923
C 2.6916 2.7429 -2.6826
C 0.0888 5.5763 -0.4677
C -3.5133 -4.8544 0.4193
C -5.1873 0.0235 -0.7805
C 3.1712 4.1216 -2.7209
C -2.4675 -4.0164 1.0375
C 0.2932 0.5578 0.0416
C -0.9975 -0.1289 -0.0795
C 0.2743 4.3360 0.3910
C -4.7977 -0.3907 0.6194
C 1.2226 -4.3524 -0.2549
C 1.9056 -5.6621 -0.1221
C 1.7135 -1.5570 2.4891
C 3.0189 -1.6309 1.7840
H -5.7123 -0.8392 -1.1907
H 2.9314 -2.6289 1.3544
H 2.4220 3.9715 -0.0416
H -4.3604 0.3368 -1.4177
H -1.7314 0.4724 -0.6161
H -2.1359 -3.2386 0.3496
H -1.5831 -4.6004 1.2921
H 3.2127 -0.7877 1.1209
H 2.4907 -5.9172 -1.0057
H 3.4096 2.1367 -3.2351
H 2.5883 2.4101 -1.6498
H 1.8420 2.7514 -3.3654
H 1.2386 -6.5033 0.0662
H -0.8151 -1.0884 -0.5635
H 2.6417 -5.7588 0.6760
H -0.8444 6.1029 -0.2682
H 0.0926 5.3068 -1.5239
H 2.0101 4.9967 1.4157
H 3.7343 -1.6591 2.6059
H -5.9132 0.8334 -0.7081
H -1.4816 -0.2293 0.8918
H -2.8060 -3.4704 1.9180
H 0.9648 6.2215 -0.5350
H 1.8366 3.3558 1.5394
```

Summary:
E_HOMO (spin up / spin down) = -13.0 / -13.0 eV
Orbital gap (spin up / spin down) = 0.2826 / 0.1417 Ha
2S+1 = 2
Total charge = +1

Atom charges from the Löwdin analysis, given in e for atoms 1 to 2: O 0.3689; N 0.1434